# 1
A molecular structure, C14H21OOs. Source: the Open Molecules 2025 dataset; level of theory: the ωB97M-V functional and the def2-TZVPD basis.

```
37
Properties=species:S:1:pos:R:3:lowdin_spin:R:1
C -0.3682 0.6419 -4.1136 0.591
C 0.1706 2.0237 -4.1680 0.083
C 0.4194 -0.3864 -4.8141 0.087
C -1.8420 0.5584 -4.2619 0.082
H 0.3359 -0.2187 -5.9066 0.034
H 0.0442 -1.4058 -4.6473 0.005
H 1.4941 -0.3227 -4.5942 0.005
H 0.0304 2.4224 -5.1911 0.032
H 1.2492 2.0752 -3.9741 0.004
H -0.3844 2.7070 -3.5099 0.006
H -2.1196 0.8303 -5.2994 0.032
H -2.3575 1.2924 -3.6260 0.005
H -2.2396 -0.4520 -4.1030 0.005
C 2.0159 -0.1903 0.8619 0.101
C 2.4399 -0.8304 -0.3330 0.060
C 2.1360 0.0360 -1.4232 0.068
H 2.8344 -1.8382 -0.3933 0.005
C 1.5114 1.1931 -0.8942 0.137
C 1.4499 1.0484 0.5236 0.023
H 1.0453 1.7786 1.2061 0.004
H 2.1192 -0.5892 1.8651 0.009
H 2.2499 -0.2049 -2.4688 0.010
H 1.0682 2.0113 -1.4405 0.016
C -1.6827 -0.7478 0.3910 0.025
C -0.9420 -1.9033 0.7133 0.110
C -0.5426 -2.5316 -0.5026 0.061
H -0.7578 -2.2928 1.7045 0.010
C -1.0546 -1.7514 -1.5781 0.072
C -1.7450 -0.6399 -1.0241 0.129
H -2.1148 0.2318 -1.5673 0.018
H -2.0455 -0.0057 1.1082 0.005
H 0.0659 -3.4226 -0.5754 0.005
H -0.8843 -1.9555 -2.6360 0.010
Os 0.3115 -0.5459 -0.4012 2.150
O -1.5617 2.8245 0.1378 0.002
H -2.5275 2.9500 0.2541 0.000
H -1.1915 3.7114 0.3125 0.000
```

- Charge: +1
- HOMO-LUMO gap (spin up / spin down): 5.83 / 7.40 eV
- LUMO energy (spin up / spin down): -2.4 / -6.0 eV
- ΔE to the lowest compared entry with this formula, charge and spin: 0.9 kcal per mole
- Multiplicity: 5
- ⟨S²⟩: 6.016

# 2
3 unconnected molecules or ions with the total composition C4H16N2O2. Source: the Open Molecules 2025 dataset; level of theory: the ωB97M-V functional and the def2-TZVPD basis.

```
24
Properties=species:S:1:pos:R:3:mulliken_charge:R:1
C 1.3545 2.3165 0.3028 -1.004
N 0.5361 1.1495 0.6473 -0.172
C -0.4148 0.8122 -0.3954 -0.948
C -1.1577 -0.4749 -0.0589 0.593
C -2.3789 -0.1830 0.8222 -1.515
N -1.4223 -1.2223 -1.2475 -0.564
H 1.9358 2.6320 1.1746 0.338
H 2.0507 1.9929 -0.4603 0.304
H 0.7392 3.1822 0.0331 0.355
H 0.0596 1.2064 1.5358 0.239
H -1.1265 1.6177 -0.6201 0.331
H 0.1950 0.6586 -1.2917 0.419
H -0.5284 -1.1033 0.5804 0.179
H -2.7685 -1.0673 1.3449 0.360
H -3.2282 0.1678 0.2581 0.344
H -2.1264 0.5012 1.6395 0.346
H -1.9643 -0.7188 -1.9343 0.175
H -1.6330 -2.2042 -1.1436 0.240
O 1.4555 -2.9248 -1.5418 -0.656
H 0.5175 -2.7709 -1.3963 0.299
H 1.9672 -2.3798 -0.9411 0.343
O 2.8644 -0.6728 1.0845 -0.659
H 2.0072 -0.3030 1.3497 0.370
H 3.0662 -0.2121 0.2581 0.284
```

- HOMO-LUMO gap: 9.99 eV
- LUMO energy: 0.8 eV
- ΔE to the lowest compared entry with this formula, charge and spin: 13.6 kcal per mole
- Multiplicity: 1
- SMILES: CNC[C@@H](C)N.O.O